[1]
ORCA calculation (ωB97M-V/def2-TZVPD) on a molecular structure, C51H67BKN4O3P3 in a non-equilibrium geometry.

Computed properties:
Total energy in eV: -110948.7918
Net charge: -2
HOMO-LUMO gap in eV: 4.27
Maximum force in eV/Å: 1.4
2S+1: 1
HOMO level in eV: -0.37

Geometry (Å):
K -0.40 -0.25 -0.43
C 5.05 1.80 0.42
C 4.87 0.32 0.77
C 6.23 -0.37 0.67
C 4.40 0.25 2.23
P 3.46 -0.36 -0.27
C 3.33 -2.09 0.42
N 2.53 -2.16 1.62
B 1.30 -1.36 1.89
N 0.93 -1.96 3.20
C -0.27 -1.69 3.94
P -1.33 -0.41 3.09
C -3.01 -0.93 3.79
C -3.38 -2.15 2.92
C -4.04 0.16 3.48
C -3.14 -1.34 5.26
C -0.80 1.17 3.99
C -1.25 1.30 5.45
C -1.34 2.35 3.18
C 0.73 1.25 3.96
C 1.80 -2.94 3.60
C 1.82 -3.73 4.74
C 2.85 -4.66 4.88
C 3.83 -4.79 3.91
C 3.81 -4.00 2.76
C 2.81 -3.06 2.61
C 4.06 -0.77 -2.00
C 2.84 -1.39 -2.69
C 5.25 -1.72 -2.16
C 4.37 0.54 -2.73
H 5.73 2.26 1.14
H 4.11 2.34 0.46
H 5.48 1.95 -0.57
H 6.87 -0.04 1.50
H 6.75 -0.13 -0.26
H 6.15 -1.46 0.74
H 5.08 0.87 2.83
H 4.42 -0.76 2.62
H 3.38 0.62 2.36
H 4.33 -2.50 0.61
H 2.89 -2.72 -0.37
H -0.04 -1.37 4.97
H -0.87 -2.60 4.03
H -3.23 -1.96 1.86
H -4.44 -2.40 3.08
H -2.80 -3.03 3.18
H -3.96 0.49 2.44
H -3.91 1.04 4.12
H -5.05 -0.22 3.64
H -2.34 -2.01 5.58
H -4.09 -1.88 5.41
H -3.15 -0.48 5.93
H -2.33 1.44 5.53
H -0.77 2.18 5.89
H -0.97 0.44 6.05
H -2.43 2.35 3.12
H -0.97 2.33 2.16
H -1.02 3.29 3.65
H 1.19 0.49 4.58
H 1.02 2.23 4.35
H 1.12 1.12 2.95
H 1.04 -3.62 5.48
H 2.88 -5.29 5.77
H 4.62 -5.53 4.04
H 4.57 -4.12 2.00
H 2.70 -2.44 -2.42
H 2.98 -1.35 -3.78
H 1.91 -0.86 -2.48
H 5.15 -2.61 -1.53
H 6.20 -1.24 -1.92
H 5.31 -2.07 -3.20
H 3.56 1.27 -2.62
H 4.49 0.34 -3.80
H 5.29 1.00 -2.37
O 1.76 3.79 -1.56
C 1.58 3.91 -2.89
C 2.06 5.06 -3.53
C 1.86 5.24 -4.88
C 1.19 4.28 -5.63
C 0.73 3.13 -4.99
C 0.91 2.93 -3.63
C 0.37 1.70 -2.94
O 0.44 1.71 -1.66
N -0.08 0.77 -3.74
N -0.59 -0.33 -3.03
C -0.81 -1.34 -3.77
C -1.41 -2.61 -3.37
C -1.81 -3.44 -4.42
C -2.48 -4.63 -4.24
C -2.75 -5.01 -2.92
C -2.37 -4.25 -1.85
C -1.67 -3.00 -2.00
O -1.31 -2.32 -1.01
H 1.27 2.92 -1.34
H 2.57 5.80 -2.92
H 2.23 6.14 -5.36
H 1.03 4.41 -6.69
H 0.20 2.36 -5.53
H -0.55 -1.25 -4.84
H -1.58 -3.10 -5.43
H -2.78 -5.25 -5.08
H -3.28 -5.95 -2.73
H -2.58 -4.56 -0.84
C -4.71 2.79 0.56
P -3.36 1.85 -0.27
C -4.28 0.52 -1.11
C -3.80 -0.05 -2.29
C -4.39 -1.17 -2.82
C -5.48 -1.76 -2.18
C -5.96 -1.21 -1.01
C -5.37 -0.08 -0.48
C -2.99 3.05 -1.62
C -1.87 3.85 -1.45
C -1.56 4.83 -2.39
C -2.35 4.99 -3.51
C -3.48 4.19 -3.68
C -3.80 3.23 -2.74
H -5.10 2.26 1.43
H -5.53 3.03 -0.12
H -4.26 3.72 0.91
H -2.92 0.37 -2.78
H -3.98 -1.62 -3.72
H -5.91 -2.67 -2.59
H -6.79 -1.68 -0.49
H -5.75 0.33 0.45
H -1.20 3.69 -0.61
H -0.66 5.42 -2.26
H -2.08 5.72 -4.26
H -4.10 4.30 -4.56
H -4.67 2.60 -2.88

[2]
ORCA calculation (ωB97M-V/def2-TZVPD) on a molecular structure, C21H34ClF3LuN3O7S in a non-equilibrium geometry.

Computed properties:
Total energy in eV: -106262.2536
Net charge: 0
HOMO-LUMO gap in eV: 5.35
Maximum force in eV/Å: 4.8
2S+1: 1
HOMO level in eV: -5.53
ΔE to the lowest compared entry with this formula, charge and spin in kcal/mol: 14.0

Geometry (Å):
O -3.09 -0.52 -2.50
C -2.05 -0.49 -3.16
C -1.15 -1.58 -3.63
C -0.69 -2.48 -2.64
H -0.72 -2.17 -1.60
C -0.17 -3.70 -3.05
H 0.17 -4.43 -2.31
C -0.09 -3.99 -4.42
H 0.11 -5.01 -4.76
C -0.24 -2.97 -5.38
H -0.03 -3.17 -6.45
C -0.70 -1.71 -4.96
H -0.71 -0.85 -5.62
H -1.56 0.51 -3.21
C 1.26 2.42 -2.03
C 1.93 1.33 -1.24
H 1.59 2.42 -3.07
H 1.49 3.42 -1.66
H 0.16 2.37 -2.05
C 2.58 0.31 -1.83
C 3.78 0.41 -2.76
H 2.34 -0.76 -1.72
H 3.58 -0.09 -3.73
H 4.65 -0.10 -2.32
H 4.09 1.45 -2.93
Lu 0.69 0.82 0.52
Cl 3.10 1.89 0.75
C 2.00 0.68 3.36
O 0.94 1.00 2.74
N 2.26 0.92 4.62
C 1.46 1.74 5.52
C 3.48 0.36 5.18
H 2.83 0.18 2.83
H 0.48 1.96 5.09
H 1.98 2.69 5.73
H 1.38 1.17 6.45
H 3.72 -0.54 4.60
H 3.30 0.12 6.23
H 4.33 1.05 5.07
H -4.44 -2.91 -0.11
H -3.53 -2.58 2.31
C -3.47 -2.56 -0.49
C -2.55 -2.46 1.81
N -2.74 -1.79 0.52
H -3.63 -1.92 -1.36
C -2.42 -0.51 0.34
O -1.49 0.09 0.96
H -1.84 -1.92 2.42
H -2.98 0.02 -0.44
H -2.87 -3.43 -0.79
H -2.18 -3.47 1.60
H -1.59 5.86 1.41
H -4.00 4.94 0.39
C -1.18 5.42 0.49
C -3.37 4.54 -0.42
N -2.00 4.29 0.04
H -0.16 5.06 0.67
C -1.54 3.06 0.07
O -0.39 2.75 0.51
H -3.79 3.58 -0.75
H -2.22 2.28 -0.32
H -1.18 6.20 -0.28
H -3.39 5.25 -1.25
F 2.07 -4.78 1.95
C 1.18 -3.91 1.41
F 1.24 -4.01 0.06
F -0.07 -4.31 1.79
S 1.49 -2.13 1.91
O 0.56 -1.90 2.99
O 2.92 -2.05 2.18
O 1.11 -1.36 0.65

[3]
ORCA calculation (ωB97M-V/def2-TZVPD) on a molecular structure, C2HCl2NS in a non-equilibrium geometry.

Computed properties:
Total energy in eV: -39458.3607
Net charge: 0
HOMO-LUMO gap (alpha / beta) in eV: 8.07 / 8.07
Maximum force in eV/Å: 2.6
2S+1: 1
HOMO level (alpha / beta) in eV: -9.79 / -9.79
ΔE to the lowest compared entry with this formula, charge and spin in kcal/mol: 25.2

Geometry (Å):
C -1.44 1.07 -0.60
C 0.80 -0.66 0.29
N -2.55 0.89 -0.39
S 0.17 1.32 -0.90
Cl 0.67 -0.26 1.94
Cl 2.35 -1.09 -0.26
H -0.01 -1.27 -0.09

[4]
ORCA calculation (ωB97M-V/def2-TZVPD) on 6 unconnected molecules or ions with the total composition C33H82O21P5 in a non-equilibrium geometry.

Computed properties:
Total energy in eV: -125005.5414
Net charge: -1
HOMO-LUMO gap in eV: 4.46
Maximum force in eV/Å: 2.0
2S+1: 1
HOMO level in eV: -2.34

Geometry (Å):
C 0.92 -0.28 -0.13
C -0.11 0.08 0.96
C 0.10 1.51 1.46
O -1.38 -0.15 0.61
H 1.96 -0.10 0.16
H 0.69 0.32 -1.03
H 0.65 -1.28 -0.48
H 0.12 -0.62 1.81
H -0.58 1.75 2.29
H -0.16 2.19 0.64
H 1.06 1.73 1.98
C 2.04 -3.08 -7.42
C 3.09 -3.46 -6.42
O 3.76 -2.24 -5.98
P 3.62 -1.76 -4.49
O 2.24 -1.69 -4.03
O 4.55 -2.69 -3.58
C 4.27 -4.04 -3.28
C 5.34 -4.59 -2.36
O 4.46 -0.44 -4.51
C 4.04 0.64 -3.67
C 4.17 0.39 -2.17
H 1.39 -3.92 -7.70
H 1.42 -2.24 -7.15
H 2.49 -2.84 -8.39
H 2.62 -3.92 -5.55
H 3.87 -4.10 -6.83
H 3.29 -4.11 -2.79
H 4.15 -4.67 -4.17
H 6.35 -4.24 -2.57
H 5.14 -4.19 -1.36
H 5.25 -5.67 -2.24
H 4.69 1.48 -3.92
H 3.06 1.06 -3.92
H 5.01 0.93 -1.73
H 3.30 0.68 -1.59
H 4.32 -0.68 -1.99
C 0.27 9.98 -3.78
C -0.32 8.68 -3.34
O -0.33 8.68 -1.90
P -0.68 7.34 -1.12
O -1.76 6.59 -1.76
O 0.71 6.64 -0.95
C 0.75 5.35 -0.28
C 2.00 5.26 0.57
O -0.93 7.90 0.34
C -2.06 8.78 0.53
C -2.48 8.67 1.96
H 0.52 10.03 -4.84
H -0.41 10.80 -3.53
H 1.16 10.22 -3.20
H -1.34 8.59 -3.73
H 0.29 7.85 -3.68
H -0.11 5.20 0.36
H 0.83 4.57 -1.04
H 2.21 6.13 1.20
H 1.88 4.41 1.25
H 2.85 4.96 -0.04
H -1.81 9.79 0.18
H -2.83 8.37 -0.13
H -1.72 8.90 2.70
H -3.41 9.19 2.18
H -2.68 7.60 2.10
C -1.64 -0.19 -2.99
C -0.89 -1.35 -3.61
O -1.75 -2.47 -3.93
P -1.96 -3.63 -2.89
O -2.63 -3.36 -1.64
O -0.49 -4.23 -2.69
C 0.33 -4.59 -3.79
C 0.98 -5.93 -3.52
O -2.71 -4.66 -3.86
C -2.81 -6.01 -3.43
C -2.68 -6.93 -4.62
H -0.97 0.66 -2.86
H -2.48 0.15 -3.61
H -2.03 -0.50 -2.02
H -0.32 -1.06 -4.49
H -0.16 -1.70 -2.89
H -0.22 -4.61 -4.74
H 1.09 -3.81 -3.91
H 1.50 -5.93 -2.56
H 0.19 -6.67 -3.41
H 1.66 -6.17 -4.34
H -2.06 -6.29 -2.68
H -3.77 -6.16 -2.93
H -3.52 -6.82 -5.31
H -1.78 -6.75 -5.22
H -2.73 -7.98 -4.32
C 1.77 -1.28 3.90
C 0.76 -2.30 4.41
O 1.06 -3.59 3.86
P -0.09 -4.43 3.14
O -1.24 -3.66 2.72
O -0.37 -5.62 4.14
C 0.65 -6.37 4.78
C 0.00 -7.44 5.62
O 0.69 -5.19 1.98
C 0.81 -4.50 0.71
C 2.04 -3.59 0.65
H 1.40 -0.26 4.03
H 2.65 -1.43 4.54
H 2.07 -1.47 2.88
H 0.79 -2.29 5.50
H -0.29 -2.04 4.22
H 1.44 -6.71 4.11
H 1.21 -5.74 5.49
H -0.31 -8.33 5.06
H 0.62 -7.74 6.46
H -0.90 -7.04 6.11
H 0.99 -5.33 0.02
H -0.11 -4.03 0.38
H 2.69 -3.83 1.50
H 2.64 -3.81 -0.23
H 1.82 -2.52 0.71
C -5.89 3.73 5.86
C -4.88 2.69 6.34
O -4.71 1.64 5.41
P -3.69 1.73 4.18
O -3.74 0.47 3.46
O -4.13 2.99 3.35
C -3.20 3.65 2.43
C -2.30 4.59 3.15
O -2.30 2.14 4.84
C -1.53 1.05 5.40
C -0.94 1.52 6.71
H -6.75 3.21 5.42
H -6.27 4.33 6.69
H -5.47 4.38 5.10
H -3.94 3.21 6.58
H -5.25 2.25 7.27
H -2.63 2.88 1.92
H -3.85 4.15 1.72
H -1.69 5.16 2.42
H -2.76 5.42 3.69
H -1.56 4.13 3.80
H -2.10 0.14 5.54
H -0.73 0.89 4.66
H -0.32 0.73 7.15
H -0.36 2.44 6.63
H -1.75 1.73 7.41

- What is the formula in the first record?
  C51H67BKN4O3P3

- Among the records above, which one has the lowest maximum force?
  C51H67BKN4O3P3